A 7-piece molecular cluster, C50H85NO20S overall, computed with ωB97M-V with the def2-TZVPD basis set.

XYZ file:
```
157
Properties=species:S:1:pos:R:3
C 7.14 2.04 -1.12
C 8.64 1.71 -1.24
C 9.01 0.82 -2.46
C 7.93 -0.16 -2.78
C 7.80 -1.26 -1.92
C 6.77 -2.18 -2.05
C 5.88 -2.01 -3.10
C 6.02 -0.96 -4.01
C 7.04 -0.01 -3.86
C 7.09 1.11 -4.87
C 5.79 1.95 -4.92
C 5.91 3.45 -4.65
C 4.55 4.07 -4.91
C 4.35 5.50 -4.43
C 4.56 5.73 -2.94
C 3.33 5.40 -2.09
O 2.71 4.17 -2.42
C 3.40 3.05 -1.88
N 5.08 -0.85 -5.09
C 3.73 -0.83 -4.59
C 2.88 0.21 -4.95
C 1.60 0.27 -4.41
C 0.69 1.43 -4.76
C 0.13 2.11 -3.50
C 0.06 3.65 -3.60
O -1.13 1.55 -3.18
C 1.17 -0.74 -3.53
C 2.01 -1.79 -3.18
C 3.30 -1.82 -3.71
S 4.48 -3.08 -3.30
H 6.66 2.21 -2.07
H 6.62 1.25 -0.58
H 7.04 2.95 -0.52
H 9.18 2.65 -1.29
H 8.92 1.17 -0.34
H 9.94 0.31 -2.24
H 9.19 1.48 -3.30
H 8.51 -1.35 -1.11
H 6.65 -2.99 -1.35
H 7.94 1.77 -4.71
H 7.21 0.66 -5.85
H 5.09 1.52 -4.21
H 5.33 1.80 -5.90
H 6.65 3.87 -5.32
H 6.21 3.56 -3.61
H 4.39 4.03 -5.99
H 3.77 3.45 -4.47
H 3.33 5.78 -4.69
H 4.99 6.19 -4.98
H 4.78 6.79 -2.79
H 5.42 5.19 -2.54
H 2.60 6.20 -2.22
H 3.60 5.40 -1.03
H 2.74 2.51 -1.20
H 3.68 2.36 -2.67
H 4.31 3.35 -1.36
H 5.20 -1.68 -5.67
H 3.23 0.97 -5.63
H -0.12 1.10 -5.40
H 1.28 2.17 -5.28
H 0.82 1.88 -2.68
H 0.55 4.02 -4.49
H -0.97 4.00 -3.60
H 0.55 4.12 -2.76
H -1.68 2.21 -2.75
H 0.18 -0.70 -3.12
H 1.70 -2.56 -2.49
C 0.55 1.63 0.21
C -0.54 0.59 0.06
O -0.25 -0.59 0.81
C -0.47 -0.51 2.12
O -0.94 0.43 2.71
O -0.14 -1.68 2.67
C -0.31 -1.73 4.09
H 1.52 1.20 -0.06
H 0.35 2.48 -0.44
H 0.61 1.99 1.24
H -0.61 0.27 -0.98
H -1.51 0.99 0.35
H -1.32 -1.44 4.38
H 0.42 -1.09 4.58
H -0.14 -2.76 4.39
C -4.79 -1.00 5.64
C -4.35 -2.44 5.49
O -3.69 -2.92 6.68
C -4.50 -3.25 7.68
O -5.70 -3.24 7.65
O -3.75 -3.65 8.71
C -4.50 -4.01 9.87
H -3.94 -0.37 5.93
H -5.20 -0.63 4.70
H -5.55 -0.90 6.42
H -3.62 -2.52 4.69
H -5.18 -3.10 5.24
H -5.25 -4.75 9.63
H -4.96 -3.13 10.31
H -3.78 -4.43 10.57
C 8.88 -3.89 3.87
C 8.68 -2.39 3.78
O 7.91 -2.03 2.62
C 6.59 -2.21 2.73
O 6.01 -2.61 3.70
O 6.03 -1.85 1.58
C 4.62 -2.04 1.52
H 9.32 -4.27 2.95
H 9.54 -4.13 4.70
H 7.93 -4.40 4.03
H 9.64 -1.89 3.65
H 8.21 -1.99 4.67
H 4.12 -1.56 2.36
H 4.38 -3.11 1.51
H 4.28 -1.59 0.59
C -8.75 -0.05 0.35
C -8.34 -1.51 0.25
O -7.69 -1.96 1.45
C -8.50 -2.23 2.48
O -9.70 -2.15 2.47
O -7.75 -2.60 3.51
C -8.48 -2.86 4.71
H -7.88 0.57 0.60
H -9.15 0.29 -0.61
H -9.50 0.10 1.11
H -7.61 -1.65 -0.54
H -9.20 -2.15 0.04
H -9.29 -3.57 4.54
H -8.89 -1.93 5.11
H -7.78 -3.27 5.43
C 0.14 5.88 0.59
C -0.04 5.37 -0.82
O -1.31 4.72 -1.00
C -2.36 5.53 -1.14
O -2.32 6.73 -1.17
O -3.45 4.78 -1.29
C -4.66 5.52 -1.42
H -0.02 5.07 1.31
H 1.14 6.28 0.72
H -0.58 6.67 0.81
H 0.71 4.61 -1.04
H 0.08 6.16 -1.56
H -4.58 6.25 -2.22
H -4.90 6.01 -0.49
H -5.44 4.80 -1.67
C -11.64 -4.34 0.89
C -10.52 -5.30 1.21
O -10.91 -6.26 2.20
C -11.65 -7.27 1.76
O -11.98 -7.46 0.62
O -11.93 -8.06 2.80
C -12.76 -9.18 2.48
H -12.01 -3.86 1.80
H -11.29 -3.56 0.21
H -12.48 -4.85 0.42
H -9.68 -4.76 1.65
H -10.16 -5.81 0.32
H -12.34 -9.75 1.65
H -13.76 -8.84 2.22
H -12.80 -9.80 3.37
```

As for the net charge: 0. As for the SMILES: CCCc1ccc2c(c1CCCCCCCOC)Nc1cc(C[C@@H](C)O)ccc1S2.CCOC(=O)OC.CCOC(=O)OC.CCOC(=O)OC.CCOC(=O)OC.CCOC(=O)OC.CCOC(=O)OC. The calculated total energy comes out at -106505.8164 eV. Its HOMO-LUMO gap is 0.3121 Ha. As for the LUMO energy: 0.4 eV. As for the spin multiplicity: 1.

---

C50H89BGeN7PSeTc as an isolated structure, computed with ωB97M-V with the def2-TZVPD basis set.

XYZ file:
```
151
Properties=species:S:1:pos:R:3
Tc 0.03 0.46 0.18
N -1.08 0.76 -1.27
P -2.42 0.93 -2.07
N -2.55 2.38 -2.83
C -1.37 2.84 -3.58
C -1.77 3.95 -4.54
C -2.28 5.17 -3.76
C -2.92 4.76 -2.43
C -3.57 3.39 -2.55
N -3.77 0.75 -1.13
C -5.02 0.28 -1.73
C -6.20 0.73 -0.88
C -6.14 0.14 0.54
C -4.68 -0.10 0.96
C -3.76 0.93 0.32
N -2.57 -0.18 -3.30
C -3.07 0.13 -4.64
C -3.67 -1.11 -5.26
C -2.61 -2.20 -5.45
C -1.59 -2.19 -4.29
C -2.20 -1.58 -3.04
H -0.95 1.99 -4.13
H -0.59 3.19 -2.89
H -2.55 3.57 -5.21
H -0.92 4.21 -5.16
H -3.01 5.71 -4.37
H -1.46 5.87 -3.58
H -3.65 5.50 -2.10
H -2.15 4.70 -1.65
H -4.32 3.41 -3.35
H -4.09 3.12 -1.63
H -5.02 -0.81 -1.82
H -5.12 0.69 -2.74
H -7.13 0.45 -1.38
H -6.19 1.83 -0.83
H -6.69 -0.80 0.58
H -6.62 0.83 1.24
H -4.35 -1.09 0.65
H -4.58 -0.06 2.05
H -2.74 0.81 0.68
H -4.08 1.94 0.60
H -2.26 0.51 -5.28
H -3.81 0.93 -4.58
H -4.13 -0.86 -6.22
H -4.48 -1.47 -4.61
H -2.09 -2.05 -6.40
H -3.10 -3.18 -5.51
H -0.72 -1.59 -4.57
H -1.23 -3.19 -4.07
H -1.50 -1.59 -2.21
H -3.08 -2.16 -2.73
C 3.93 1.34 -4.54
C 2.70 1.22 -3.65
C 1.58 0.45 -4.35
C 2.21 2.57 -3.17
C 1.80 3.52 -4.10
C 1.33 4.76 -3.68
C 1.22 5.04 -2.33
C 1.61 4.11 -1.37
C 1.48 4.43 0.10
C 0.08 4.93 0.45
C 2.56 5.43 0.53
C 2.16 2.90 -1.81
N 2.73 1.99 -0.87
B 2.14 0.91 -0.10
N 3.31 0.20 0.38
C 4.46 0.80 -0.09
C 4.12 1.87 -0.84
C 3.38 -1.08 1.00
C 3.13 -2.21 0.21
C 3.16 -3.47 0.79
C 3.45 -3.62 2.14
C 3.73 -2.50 2.90
C 3.73 -1.21 2.35
C 4.16 -0.09 3.29
C 5.69 -0.05 3.39
C 3.60 1.31 3.05
C 2.94 -2.11 -1.30
C 4.06 -2.83 -2.04
C 1.57 -2.62 -1.74
H 4.31 0.36 -4.81
H 4.73 1.88 -4.03
H 3.70 1.88 -5.46
H 2.98 0.64 -2.77
H 1.30 0.92 -5.30
H 0.69 0.39 -3.71
H 1.90 -0.57 -4.57
H 1.85 3.30 -5.16
H 1.04 5.50 -4.42
H 0.83 6.00 -2.02
H 1.64 3.50 0.65
H -0.20 5.81 -0.14
H 0.03 5.21 1.50
H -0.66 4.15 0.26
H 2.45 6.38 0.00
H 3.55 5.04 0.33
H 2.48 5.63 1.60
H 5.45 0.42 0.13
H 4.76 2.57 -1.35
H 2.97 -4.35 0.19
H 3.46 -4.60 2.60
H 3.98 -2.61 3.95
H 3.79 -0.41 4.27
H 6.13 0.23 2.43
H 6.09 -1.02 3.68
H 6.00 0.69 4.13
H 4.07 1.81 2.20
H 3.79 1.92 3.94
H 2.53 1.29 2.88
H 3.00 -1.06 -1.57
H 4.01 -3.91 -1.88
H 5.04 -2.48 -1.72
H 3.97 -2.66 -3.12
H 1.48 -3.70 -1.60
H 1.41 -2.41 -2.81
H 0.76 -2.15 -1.17
C 0.34 2.49 3.26
C -0.26 1.08 3.21
C 0.42 0.15 4.22
C -1.75 1.18 3.54
N -0.07 0.55 1.88
H 0.43 2.83 4.30
H -0.29 3.19 2.72
H 1.33 2.50 2.80
H 0.33 0.56 5.22
H 1.47 0.01 3.98
H -0.05 -0.84 4.19
H -1.90 1.67 4.50
H -2.21 0.19 3.59
H -2.27 1.76 2.77
C -2.66 -5.12 0.09
Ge -1.29 -5.99 1.17
C 0.18 -6.52 -0.01
C -2.03 -7.58 2.04
C -0.58 -4.80 2.57
Se -0.34 -2.93 2.03
C -2.18 -2.41 2.37
H -2.92 -5.76 -0.75
H -2.28 -4.17 -0.30
H -3.57 -4.92 0.66
H -0.13 -7.36 -0.63
H 1.05 -6.83 0.57
H 0.46 -5.70 -0.66
H -2.44 -8.27 1.29
H -2.83 -7.31 2.73
H -1.26 -8.11 2.60
H 0.41 -5.16 2.86
H -1.20 -4.80 3.46
H -2.87 -3.03 1.81
H -2.27 -1.38 2.04
H -2.40 -2.47 3.44
```

As for the net charge: 0. Its expectation value of S² is 0.76. The calculated total energy comes out at -197754.7028 eV. Its HOMO-LUMO gap (spin up / spin down) is 0.2778 / 0.2683 Ha. As for the LUMO energy (spin up / spin down): 0.6 / 0.6 eV. As for the spin multiplicity: 2.

---

C50H90CdF6O31 as an isolated structure, computed with ωB97M-V with the def2-TZVPD basis set.

XYZ file:
```
178
Properties=species:S:1:pos:R:3
Cd 2.27 7.35 -0.77
C 6.13 6.37 -2.40
O 5.86 6.12 -1.03
O 4.90 6.85 -2.81
C 7.42 7.26 -2.73
F 7.66 8.23 -1.84
F 8.45 6.45 -2.64
F 7.49 7.87 -3.92
C 6.95 5.68 -0.19
C 6.39 5.84 1.17
H 5.50 5.24 1.35
H 7.02 5.49 1.99
H 6.10 6.87 1.36
H 7.79 6.37 -0.26
H 7.17 4.63 -0.37
H 6.38 5.42 -2.87
C 0.38 2.36 0.16
O 1.51 1.99 -0.58
O 0.33 3.76 0.18
C -0.87 1.51 -0.45
F -1.96 1.41 0.31
F -1.37 2.11 -1.53
F -0.54 0.34 -0.84
C 2.32 0.94 -0.08
C 3.34 0.51 -1.15
H 2.76 -0.05 -1.89
H 3.90 1.33 -1.60
H 4.05 -0.12 -0.61
H 1.82 0.05 0.30
H 2.90 1.42 0.71
H 0.52 2.05 1.20
C -1.84 6.88 8.68
O -0.99 5.86 9.04
C -0.21 5.24 7.92
C 1.25 5.53 8.17
O 1.69 4.92 9.39
C 3.10 4.80 9.40
C 3.61 4.54 10.78
O 3.55 5.73 11.48
C 4.35 5.80 12.66
H -2.59 6.42 8.05
H -1.40 7.72 8.13
H -2.32 7.16 9.62
H -0.51 5.58 6.93
H -0.42 4.17 7.91
H 1.51 6.59 8.18
H 1.83 5.05 7.39
H 3.46 5.78 9.09
H 3.33 3.96 8.75
H 4.62 4.13 10.77
H 3.07 3.82 11.39
H 3.95 5.16 13.45
H 4.48 6.81 13.04
H 5.34 5.37 12.48
C -9.03 -2.90 -13.36
O -8.58 -2.01 -12.38
C -9.56 -1.07 -11.95
C -10.21 -1.46 -10.60
O -9.34 -1.24 -9.47
C -8.48 -2.32 -9.08
C -7.68 -1.86 -7.89
O -8.54 -1.53 -6.77
C -7.85 -1.63 -5.54
H -8.43 -3.80 -13.38
H -9.10 -2.35 -14.30
H -10.04 -3.26 -13.14
H -10.36 -0.73 -12.61
H -9.03 -0.12 -11.82
H -10.64 -2.46 -10.51
H -11.04 -0.78 -10.39
H -7.96 -2.50 -10.02
H -8.91 -3.28 -8.79
H -7.07 -0.97 -8.06
H -7.00 -2.66 -7.60
H -7.10 -0.84 -5.53
H -7.31 -2.57 -5.39
H -8.62 -1.54 -4.78
C 4.54 -7.44 11.18
O 3.43 -7.52 10.26
C 2.34 -6.60 10.47
C 1.56 -6.59 9.10
O 2.36 -5.93 8.17
C 1.91 -6.20 6.82
C 2.31 -4.95 5.97
O 1.42 -3.81 5.97
C 0.86 -3.53 7.17
H 4.82 -6.39 11.29
H 5.43 -8.01 10.91
H 4.21 -7.77 12.17
H 2.85 -5.66 10.68
H 1.73 -6.90 11.32
H 0.59 -6.08 9.12
H 1.35 -7.62 8.81
H 0.83 -6.32 6.72
H 2.41 -7.08 6.42
H 2.46 -5.30 4.95
H 3.31 -4.68 6.31
H 1.46 -3.40 8.07
H 0.17 -4.35 7.37
H 0.22 -2.66 7.17
C 7.55 -0.45 -7.43
C 6.94 -1.74 -7.94
C 6.43 -1.72 -9.39
O 6.99 -2.95 -9.87
C 7.93 -3.39 -9.10
O 8.74 -4.27 -9.41
O 7.95 -2.71 -7.93
H 8.50 -0.27 -7.92
H 7.74 -0.62 -6.37
H 6.91 0.42 -7.55
H 6.05 -1.99 -7.35
H 6.86 -0.89 -9.94
H 5.34 -1.72 -9.37
C 12.43 1.62 0.23
C 11.73 0.26 0.29
C 12.43 -0.83 1.04
O 11.34 -1.56 1.51
C 10.26 -0.79 1.53
O 9.18 -1.14 1.97
O 10.48 0.31 0.83
H 12.11 2.17 -0.66
H 13.51 1.45 0.22
H 12.08 2.24 1.05
H 11.59 -0.11 -0.72
H 12.98 -0.45 1.89
H 13.04 -1.31 0.27
C -2.13 -7.65 -1.35
C -1.95 -6.12 -1.56
C -0.66 -5.57 -1.00
O -0.10 -4.89 -2.07
C -0.74 -5.22 -3.22
O -0.31 -4.86 -4.30
O -1.78 -5.96 -2.97
H -2.05 -7.86 -0.29
H -1.28 -8.09 -1.87
H -3.12 -7.91 -1.72
H -2.79 -5.50 -1.25
H 0.03 -6.35 -0.68
H -0.83 -4.83 -0.21
C -2.10 3.79 -7.47
C -0.55 3.78 -7.47
C 0.09 2.61 -6.82
O 1.22 2.39 -7.67
C 0.98 2.97 -8.87
O 1.61 2.71 -9.84
O -0.13 3.61 -8.80
H -2.56 3.90 -6.49
H -2.51 2.84 -7.82
H -2.40 4.59 -8.14
H -0.08 4.69 -7.09
H -0.50 1.70 -6.73
H 0.36 2.94 -5.82
C -6.38 -3.35 3.49
C -7.08 -4.62 3.80
C -8.38 -4.53 4.46
O -9.24 -5.30 3.77
C -8.71 -5.72 2.67
O -9.24 -6.43 1.77
O -7.40 -5.28 2.60
H -5.41 -3.53 3.03
H -6.37 -2.79 4.43
H -6.90 -2.73 2.75
H -6.48 -5.32 4.38
H -8.70 -3.49 4.51
H -8.27 -4.94 5.46
C -9.15 4.39 -0.48
C -10.32 4.05 0.40
C -11.64 3.82 -0.24
O -12.19 2.78 0.46
C -11.18 1.96 0.88
O -11.30 0.84 1.22
O -10.01 2.64 0.70
H -9.00 3.61 -1.23
H -8.24 4.51 0.11
H -9.26 5.30 -1.06
H -10.27 4.59 1.34
H -11.58 3.60 -1.31
H -12.24 4.73 -0.20
```

As for the net charge: 0. The calculated total energy comes out at -137633.6114 eV. Its HOMO-LUMO gap is 0.1020 Ha. As for the LUMO energy: -5.7 eV. As for the spin multiplicity: 1.